No. 1
The following is a quantum chemistry calculation of 2 unconnected molecules or ions with the total composition C9H21N2P, from the OMol25 dataset.

```
33
Properties=species:S:1:pos:R:3:lowdin_charge:R:1
C 0.459 0.128 0.421 -0.2381
C 0.488 2.429 0.977 -0.0604
C 1.213 1.668 -1.385 -0.0287
C 2.708 1.211 0.574 -0.0224
C 0.756 -2.625 0.230 -0.0563
C -1.185 -1.945 1.511 -0.0629
C -1.474 -2.626 -0.860 -0.0524
C 1.188 1.332 0.192 -0.5548
C -0.562 -1.937 0.116 -0.6537
N -0.232 -0.576 -0.375 0.1392
N -3.455 1.826 -1.132 -0.4679
P -3.357 1.369 0.428 0.5556
H 0.478 0.113 1.612 0.1648
H 1.002 3.343 0.890 0.0675
H 0.514 2.095 2.017 0.0876
H -0.541 2.596 0.724 0.0248
H 0.215 1.707 -1.888 0.0808
H 1.450 2.696 -1.333 0.0511
H 1.932 1.162 -1.944 0.0479
H 3.143 2.180 0.789 0.0804
H 3.326 0.830 -0.235 0.0760
H 2.854 0.555 1.408 0.0676
H 1.191 -2.583 -0.730 0.0773
H 1.429 -1.890 0.739 0.0887
H 0.755 -3.552 0.722 0.0778
H -1.605 -0.927 1.825 0.0787
H -0.378 -2.000 2.224 0.0593
H -1.813 -2.809 1.637 0.0724
H -1.511 -2.287 -1.828 0.0360
H -1.227 -3.727 -0.788 0.0946
H -2.591 -2.739 -0.436 0.1177
H -2.504 2.124 -1.456 0.0018
H -4.180 1.703 -1.885 0.0501
```

The calculation puts the HOMO-LUMO gap (spin up / spin down) at 6.9 / 6.9 eV. Its energy is -21938.5826 eV. The calculation puts the energy above the lowest of the compared OMol25 structures with the same formula, charge and spin at 0.1699 eV.

=====

No. 2
The following is a quantum chemistry calculation of a molecular structure, C26H49ClFIN3O3, from the OMol25 dataset.

```
84
Properties=species:S:1:pos:R:3:lowdin_charge:R:1
C -2.560 -5.280 3.106 -0.1392
C -3.622 -4.671 2.020 -0.2379
C -3.020 -3.213 1.608 -0.2301
C -3.468 -2.720 0.143 -0.1868
C -2.189 -2.529 -0.846 -0.2237
C -2.311 -1.270 -1.834 -0.2300
C -1.637 0.099 -1.235 -0.1814
C -0.648 0.822 -2.250 -0.2218
C 0.886 1.009 -1.869 -0.2392
N 1.689 -0.134 -1.356 -0.4720
I 1.191 -1.773 -2.604 1.3220
C 3.176 0.068 -1.622 -0.1343
C 4.085 0.291 -0.310 -0.4078
C 5.605 -0.102 -0.797 -0.0697
C 6.685 -0.007 0.374 -0.6235
O 7.522 0.929 0.507 -0.0137
Cl 6.839 -1.344 1.650 0.5824
O 4.059 1.623 0.244 -0.1195
C 4.788 2.593 -0.539 -0.1190
C 4.076 4.056 -0.354 -0.3440
C 2.793 3.995 0.607 -0.0501
O 3.828 4.641 -1.660 -0.0776
N 3.808 -0.649 0.817 0.0202
C 2.671 -1.567 0.551 -0.2878
C 2.277 -2.541 1.768 -0.0275
C 1.433 -0.617 0.046 -0.2866
C 1.067 0.484 1.134 -0.0822
C 0.236 -0.081 2.422 -0.2980
C -0.402 1.181 3.211 -0.0348
F -0.709 -1.111 2.091 -0.0688
H -3.067 -5.855 3.950 0.0681
H -2.078 -4.347 3.598 0.0681
H -1.731 -5.899 2.602 0.0765
H -3.770 -5.361 1.123 0.1011
H -4.634 -4.541 2.556 0.1064
H -1.870 -3.347 1.661 0.0824
H -3.375 -2.423 2.365 0.1146
H -3.931 -1.673 0.259 0.1035
H -4.208 -3.441 -0.376 0.1202
H -1.222 -2.584 -0.238 0.0662
H -2.190 -3.472 -1.522 0.1147
H -1.841 -1.531 -2.860 0.0684
H -3.429 -1.096 -2.049 0.0468
H -2.552 0.795 -1.075 0.0981
H -1.257 -0.140 -0.192 0.0842
H -0.839 0.358 -3.297 0.1014
H -1.050 1.905 -2.382 0.1324
H 1.374 1.346 -2.869 0.1463
H 0.962 1.960 -1.211 0.1335
H 3.595 -0.886 -2.125 0.0777
H 3.418 0.919 -2.336 0.1459
H 5.526 -1.229 -1.063 0.1348
H 5.906 0.416 -1.771 0.1377
H 5.879 2.758 -0.193 0.1408
H 4.838 2.390 -1.661 0.1275
H 4.836 4.757 0.170 0.1527
H 3.067 3.611 1.658 0.1002
H 2.335 5.037 0.678 0.0954
H 2.043 3.269 0.144 0.0513
H 4.377 5.463 -1.713 0.1133
H 3.758 -0.180 1.728 0.1283
H 3.033 -2.291 -0.280 0.1263
H 1.152 -2.746 1.744 0.0833
H 2.792 -3.562 1.614 0.1011
H 2.608 -2.134 2.792 0.0968
H 0.542 -1.353 -0.036 0.0842
H 1.977 1.017 1.614 0.1267
H 0.393 1.347 0.768 0.1149
H 0.996 -0.549 3.155 0.1332
H -0.199 1.020 4.334 0.0944
H -1.534 1.219 3.076 0.0947
H 0.142 2.116 2.809 0.0873
C -4.666 3.071 -1.381 -0.1137
C -6.088 2.928 -1.914 -0.2635
C -6.732 1.590 -1.541 -0.1732
C -5.931 0.457 -2.117 -0.1633
N -5.299 -0.435 -2.572 0.1476
H -3.999 2.316 -1.804 0.0438
H -4.258 4.050 -1.646 0.0763
H -4.645 2.977 -0.290 0.0804
H -6.071 3.040 -3.003 0.1154
H -6.700 3.742 -1.516 0.1127
H -7.751 1.542 -1.934 0.1190
H -6.782 1.477 -0.455 0.1195
```

The calculation puts the HOMO-LUMO gap at 7.2 eV. Its energy is -61696.7370 eV. As for the charge: +1. The calculation puts the energy above the lowest of the compared OMol25 structures with the same formula, charge and spin at 5.3428 eV.

=====

No. 3
The following is a quantum chemistry calculation of 5 unconnected molecules or ions with the total composition C10H30O5S5, from the OMol25 dataset.

```
50
Properties=species:S:1:pos:R:3:lowdin_charge:R:1
C -0.677 1.236 -0.194 -0.2425
S 0.087 -0.131 -1.132 0.7985
O 0.812 0.573 -2.212 -0.5708
C 1.531 -0.462 0.021 -0.2234
H -0.676 0.920 0.851 0.0333
H -1.678 1.515 -0.518 0.0300
H -0.057 2.131 -0.256 0.0531
H 1.979 0.500 0.275 0.0374
H 2.384 -0.942 -0.461 0.0380
H 1.204 -1.043 0.882 -0.0004
C -4.555 0.908 -1.334 -0.2754
S -6.367 0.835 -1.366 0.8158
O -6.686 1.289 0.025 -0.5634
C -6.714 2.238 -2.464 -0.2670
H -4.334 0.004 -0.767 0.0358
H -4.201 1.857 -0.939 0.0569
H -4.154 0.739 -2.335 0.0540
H -6.721 1.950 -3.517 0.0473
H -5.895 2.959 -2.469 0.0477
H -7.653 2.679 -2.137 0.0515
C -2.056 -2.803 0.718 -0.2486
S -1.173 -2.000 2.087 0.7952
O -2.002 -0.836 2.613 -0.5533
C -1.383 -3.339 3.274 -0.2669
H -1.343 -3.485 0.254 0.0548
H -2.281 -2.074 -0.060 0.0311
H -2.972 -3.220 1.132 0.0544
H -1.032 -3.136 4.284 0.0564
H -0.835 -4.229 2.963 0.0549
H -2.455 -3.533 3.330 0.0533
C 2.837 3.778 1.457 -0.2531
S 4.578 4.442 1.538 0.8335
O 4.950 4.818 0.144 -0.5650
C 4.097 6.002 2.381 -0.2740
H 2.962 2.794 1.007 0.0251
H 2.175 4.431 0.892 0.0574
H 2.500 3.756 2.493 0.0437
H 4.253 6.869 1.740 0.0537
H 4.481 6.124 3.396 0.0408
H 3.044 6.116 2.654 0.0383
C 2.458 -4.052 -2.759 -0.2584
S 4.289 -3.766 -2.501 0.8539
O 4.312 -2.267 -2.382 -0.5744
C 4.226 -4.408 -0.767 -0.2578
H 1.957 -5.002 -2.565 0.0453
H 2.152 -3.912 -3.798 0.0434
H 1.991 -3.246 -2.194 0.0377
H 3.440 -5.161 -0.772 0.0320
H 3.968 -3.685 0.007 0.0530
H 5.237 -4.730 -0.521 0.0372
```

The calculation puts the HOMO-LUMO gap at 9.0 eV. Its energy is -75264.1267 eV. The calculation puts the energy above the lowest of the compared OMol25 structures with the same formula, charge and spin at 1.7067 eV.

=====

No. 4
The following is a quantum chemistry calculation of a single C4H7NO molecule, from the OMol25 dataset.

```
13
Properties=species:S:1:pos:R:3:lowdin_charge:R:1
N -1.392 0.762 -1.336 0.1428
C -0.609 0.863 -0.210 -0.4265
O -1.052 1.829 0.639 0.0618
C 0.494 0.155 0.055 -0.2270
C 1.128 -1.097 -0.355 -0.1283
C 0.902 -0.779 1.122 -0.1131
H -1.508 -0.186 -1.662 0.0987
H -2.257 1.279 -1.282 0.0988
H -0.280 2.057 1.176 0.1168
H 0.563 -1.902 -0.823 0.0934
H 2.162 -1.035 -0.694 0.0946
H 1.764 -0.622 1.769 0.0876
H 0.086 -1.325 1.600 0.1005
```

The calculation puts the HOMO-LUMO gap at 8.7 eV. Its SMILES is NC(O)=C1CC1. Its energy is -7797.0860 eV. The calculation puts the energy above the lowest of the compared OMol25 structures with the same formula, charge and spin at 2.5584 eV.

=====

No. 5
The following is a quantum chemistry calculation of 10 unconnected molecules or ions with the total composition C35H59BrN2O9, from the OMol25 dataset.

```
106
Properties=species:S:1:pos:R:3:lowdin_charge:R:1
Br 8.664 -1.153 -1.743 0.6306
C 6.893 -0.228 -1.780 -0.6101
C 6.856 1.324 -1.855 -0.1127
N 5.675 2.119 -1.910 0.0832
C 4.514 1.271 -1.840 -0.1784
C 3.105 1.993 -1.842 0.0011
C 1.786 1.203 -1.740 -0.0472
C 1.800 -0.356 -1.603 -0.0490
C 3.171 -1.063 -1.618 -0.0031
C 4.538 -0.270 -1.725 -0.1744
N 5.741 -1.058 -1.716 0.0488
H 7.865 1.875 -1.884 0.1024
H 3.057 3.143 -1.928 0.0944
H 0.814 1.792 -1.735 0.0833
H 0.814 -0.940 -1.494 0.0642
H 3.193 -2.212 -1.533 0.0957
C -0.007 -4.358 -0.137 -0.0171
C -1.080 -3.330 -0.377 -0.4592
C -2.511 -3.775 -0.243 -0.0151
O -0.799 -2.178 -0.669 0.0151
H 0.974 -3.896 -0.268 0.0743
H -0.081 -4.741 0.883 0.0859
H -0.108 -5.175 -0.855 0.0872
H -2.695 -4.131 0.772 0.0803
H -2.723 -4.565 -0.965 0.0853
H -3.173 -2.930 -0.443 0.0781
C 0.105 -1.507 -4.747 -0.0239
C 0.519 -0.515 -5.801 -0.5020
C 1.012 -1.063 -7.114 -0.0285
O 0.457 0.684 -5.600 0.0594
H -0.227 -0.971 -3.856 0.0635
H -0.721 -2.119 -5.117 0.0871
H 0.955 -2.140 -4.479 0.0859
H 0.227 -1.655 -7.589 0.0843
H 1.901 -1.676 -6.950 0.0844
H 1.275 -0.235 -7.776 0.0820
C 2.987 7.182 -1.365 -0.0276
C 1.999 6.538 -2.302 -0.5119
C 2.383 6.441 -3.755 -0.0272
O 0.932 6.112 -1.899 0.0532
H 2.578 7.182 -0.352 0.0828
H 3.922 6.617 -1.365 0.0857
H 3.169 8.215 -1.669 0.0845
H 3.291 5.844 -3.861 0.0848
H 2.538 7.441 -4.165 0.0844
H 1.577 5.956 -4.310 0.0843
C 8.103 0.154 -5.224 -0.0255
C 8.680 1.543 -5.149 -0.4864
C 9.174 2.158 -6.432 -0.0245
O 8.746 2.146 -4.094 0.0447
H 7.788 -0.163 -4.227 0.0138
H 7.233 0.149 -5.884 0.0917
H 8.860 -0.543 -5.589 0.0911
H 8.351 2.241 -7.145 0.0862
H 9.977 1.548 -6.851 0.0859
H 9.563 3.158 -6.228 0.0834
C -3.886 -7.005 1.983 -0.0167
C -2.615 -7.314 1.238 -0.4851
C -1.817 -8.507 1.692 -0.0221
O -2.247 -6.625 0.303 0.0425
H -4.356 -6.120 1.547 0.0831
H -4.579 -7.845 1.900 0.0883
H -3.662 -6.801 3.032 0.0883
H -2.418 -9.414 1.597 0.0870
H -1.501 -8.370 2.728 0.0864
H -0.929 -8.609 1.065 0.0839
C -2.650 2.638 -0.344 -0.0144
C -3.247 1.332 -0.797 -0.4831
C -2.304 0.186 -1.044 -0.0290
O -4.449 1.206 -0.958 0.0357
H -3.448 3.372 -0.205 0.0847
H -2.133 2.499 0.608 0.0795
H -1.957 3.013 -1.100 0.0841
H -1.772 -0.062 -0.124 0.0813
H -1.595 0.451 -1.833 0.0789
H -2.873 -0.688 -1.365 0.0770
C -6.031 0.461 1.420 -0.0127
C -6.657 -0.893 1.616 -0.4929
C -7.770 -1.002 2.624 -0.0272
O -6.279 -1.864 0.983 0.0469
H -5.244 0.391 0.664 0.0471
H -6.784 1.173 1.076 0.0972
H -5.587 0.803 2.358 0.0632
H -8.600 -0.355 2.333 0.0841
H -7.402 -0.724 3.614 0.0830
H -8.126 -2.034 2.660 0.0781
C -3.142 3.163 5.141 -0.0162
C -3.735 1.856 4.688 -0.4953
C -2.785 0.715 4.437 -0.0159
O -4.936 1.726 4.530 0.0432
H -3.942 3.893 5.283 0.0850
H -2.623 3.024 6.092 0.0618
H -2.453 3.541 4.383 0.0877
H -2.249 0.469 5.356 0.0792
H -2.080 0.985 3.648 0.0836
H -3.351 -0.163 4.116 0.0811
C -3.035 1.690 9.702 -0.0221
C -1.765 1.389 8.952 -0.4981
C -0.961 0.198 9.401 -0.0250
O -1.403 2.081 8.018 0.0493
H -3.510 2.574 9.270 0.0843
H -3.725 0.847 9.620 0.0875
H -2.808 1.893 10.751 0.0867
H -1.558 -0.712 9.306 0.0862
H -0.642 0.334 10.436 0.0866
H -0.074 0.102 8.771 0.0840
```

The calculation puts the HOMO-LUMO gap at 7.7 eV. Its SMILES is Brc1cnc2ccccc2n1.CC(C)=O.CC(C)=O.CC(C)=O.CC(C)=O.CC(C)=O.CC(C)=O.CC(C)=O.CC(C)=O.CC(C)=O. Its energy is -128696.6678 eV.

=====

Question: Which of these has the highest energy?
Answer: C4H7NO

=====

Question: Which formula does entry 1 have?
Answer: C9H21N2P